216
Properties=species:S:1:pos:R:3:forces:R:3 method="wB97M-V/def2-TZVPD" gap_ev=9.697 total_energy_ha=-4310.82231
C -4.211542 -4.929822 1.550947 0.565 -0.822 2.642
O -3.858792 -4.819603 2.753089 0.087 -0.647 -1.773
N -3.843878 -6.034178 0.805878 0.435 -0.254 0.610
N -4.996915 -4.034012 0.976847 -0.303 0.277 -1.002
H -3.483861 -6.782886 1.388608 -0.119 0.251 -0.372
H -4.159877 -6.283278 -0.124163 -0.083 0.453 0.359
H -5.008544 -4.229416 -0.015316 -0.607 1.189 -0.244
H -5.075066 -3.097996 1.402977 0.218 -0.543 -0.696
C -2.786747 2.595648 4.978026 -0.521 -2.123 2.083
O -2.003155 1.654186 4.796168 -0.254 0.268 -0.011
N -2.656072 3.727423 4.322449 1.430 -0.071 -1.356
N -3.788374 2.529896 5.972318 0.472 0.986 -1.238
H -3.228473 4.493851 4.544542 -0.174 1.203 0.011
H -1.749684 3.758784 3.825814 -1.098 0.873 0.227
H -4.640079 3.064462 5.837612 0.352 0.010 0.025
H -3.953345 1.617873 6.327707 0.009 -0.954 0.075
C -3.151545 -1.181000 1.780526 0.404 1.243 0.211
O -4.368056 -1.076798 1.652633 -0.833 -0.403 0.215
N -2.375764 -1.971094 1.003954 -0.586 -1.218 -1.728
N -2.444196 -0.354579 2.613733 1.081 -0.120 0.157
H -1.549217 -2.303441 1.440037 1.172 -0.107 0.668
H -2.769640 -2.688683 0.366800 -0.283 1.151 0.867
H -2.791930 0.224582 3.347508 -1.188 0.163 0.228
H -1.432280 -0.309991 2.703322 -0.291 -0.822 -0.683
C 0.225862 -3.615486 2.702973 -1.216 0.737 0.089
O -0.330367 -2.495917 2.624279 0.259 -0.595 0.469
N -0.487618 -4.775670 2.906740 -1.213 1.042 -0.830
N 1.541658 -3.736585 2.567835 1.442 -0.945 0.546
H -1.486790 -4.747928 2.601090 1.164 -0.109 0.648
H 0.019506 -5.638436 2.840916 0.071 -0.368 0.054
H 1.881408 -4.703166 2.656088 0.078 0.642 0.086
H 2.164941 -2.990381 2.884340 -0.561 -0.156 -0.435
C -6.912202 0.961359 2.361428 0.189 0.491 -0.801
O -7.213447 1.921460 1.683650 -0.524 1.234 -0.748
N -7.296709 -0.279691 2.016022 0.248 -2.523 -0.067
N -6.211612 1.119163 3.478589 0.563 0.073 1.404
H -6.614538 -1.064934 2.097878 -0.803 1.225 0.011
H -7.805651 -0.253845 1.149079 0.054 -0.168 -0.112
H -5.728483 1.969704 3.590657 0.224 1.056 -0.116
H -5.791345 0.393982 3.991440 0.270 -1.288 0.433
C 2.816917 -7.230213 3.166245 -3.325 0.248 3.196
O 1.767798 -6.552547 3.157764 0.765 -0.026 -0.811
N 3.717274 -7.260694 2.241225 1.279 1.163 -2.662
N 3.017357 -7.999420 4.269650 1.634 -0.325 -0.955
H 4.634767 -7.544007 2.447408 1.055 -0.686 0.488
H 3.722682 -6.394883 1.717694 -0.060 0.016 -0.747
H 3.641608 -8.778048 4.109238 -0.337 -0.162 0.643
H 2.189357 -8.089076 4.787045 -0.872 -0.560 0.918
C 1.626789 5.805711 0.049801 0.297 1.767 -0.038
C 2.322822 7.083649 -0.507710 -0.774 0.431 0.657
C 3.785906 6.914074 -0.999664 -1.121 -1.379 1.315
C 4.476233 6.256558 0.151955 -1.174 2.447 -3.481
N 4.865913 5.683471 1.035850 1.332 -1.735 2.764
H 0.569443 6.060287 0.103035 -0.198 -0.530 -0.239
H 1.913385 5.641900 1.072524 0.378 -0.363 0.377
H 1.860903 4.950237 -0.561596 -0.219 -0.452 -0.239
H 2.336225 7.887416 0.321998 -0.174 -1.109 -1.365
H 1.672802 7.424581 -1.341813 0.738 0.162 0.406
H 4.099246 7.901439 -1.265135 0.930 0.271 -0.147
H 3.859593 6.205393 -1.832038 -0.067 0.450 -0.050
C -3.918736 2.322914 -4.409225 0.684 -0.475 -0.437
C -3.910231 1.445319 -5.684671 -0.260 -0.736 0.450
C -3.333941 2.100490 -6.922593 0.913 0.705 0.095
C -1.987246 2.742087 -6.850328 -1.563 -1.023 0.881
N -0.954896 3.194993 -6.680711 0.961 0.609 -0.037
H -2.845679 2.399378 -4.188852 -0.246 0.191 0.584
H -4.422735 1.701902 -3.658962 0.170 0.639 0.228
H -4.315542 3.371643 -4.439674 -0.014 -1.133 -0.365
H -4.966404 1.103715 -5.947905 1.409 0.296 0.231
H -3.243496 0.527652 -5.510149 -1.172 1.113 0.156
H -3.992861 2.869759 -7.261975 -0.569 0.427 -0.552
H -3.225101 1.325920 -7.639427 -0.140 -0.498 -1.121
C 4.527964 -2.090305 -3.751199 1.078 -1.646 -0.950
C 5.290963 -1.523447 -4.951999 0.531 -0.698 0.158
C 6.821184 -1.545895 -4.750628 0.243 -0.286 0.585
C 7.404593 -2.877883 -4.747796 -0.973 0.813 -0.398
N 7.926690 -3.876868 -4.874039 0.825 -1.782 0.062
H 4.781301 -3.169604 -3.618071 -0.209 0.468 -0.441
H 3.461676 -2.041472 -3.840475 -0.525 0.360 0.119
H 4.909841 -1.696343 -2.850851 -0.051 1.081 1.159
H 4.956656 -0.546577 -5.269530 0.034 0.428 0.302
H 5.148552 -2.164177 -5.810551 -0.387 -0.225 -0.374
H 7.191720 -1.178373 -3.787533 -0.463 0.828 -0.208
H 7.368215 -1.091206 -5.570895 -0.147 0.680 0.010
C 0.817869 -7.466703 -0.431710 0.014 -1.502 -0.974
C 0.893034 -6.381041 -1.446419 -0.913 0.736 -1.031
C 1.112348 -4.965043 -0.858782 0.292 -0.218 -1.334
C 2.317279 -4.966163 -0.061319 1.818 0.274 0.718
N 3.321326 -4.971859 0.518116 -1.193 -0.032 -0.839
H 1.713875 -7.561178 0.140360 0.506 0.176 0.807
H 0.775409 -8.405526 -1.006719 -0.138 0.064 0.257
H -0.073985 -7.445383 0.163108 -0.318 0.244 0.605
H -0.078391 -6.399045 -2.019601 1.003 0.311 0.387
H 1.698778 -6.608553 -2.159255 -0.198 0.198 0.124
H 0.283170 -4.680786 -0.230762 -0.373 0.300 0.168
H 1.274568 -4.224419 -1.686057 -0.367 -0.443 0.841
C 0.927772 2.082634 1.506687 1.107 -1.413 -0.514
C 1.141689 1.259819 0.193552 -1.246 -0.920 -0.002
C 0.947650 -0.312575 0.314361 0.302 -0.008 -0.914
C 1.209809 -1.086309 -0.977020 -0.078 0.637 0.859
N 1.385442 -1.728868 -1.920358 -0.145 0.415 0.466
H 0.146368 1.740063 2.145354 -1.195 -0.378 0.109
H 0.751360 3.122451 1.279210 0.204 0.364 0.052
H 1.807646 1.906762 2.161233 -0.177 0.567 -0.594
H 2.105550 1.539699 -0.184623 0.724 -0.274 -0.211
H 0.449691 1.497777 -0.635735 0.032 0.468 0.590
H -0.095942 -0.556031 0.552879 0.100 0.261 0.022
H 1.539820 -0.809479 1.084530 0.160 0.241 0.018
C 2.803068 3.053845 4.442304 0.941 -0.551 0.143
C 3.180769 4.177733 3.474983 -0.698 2.387 1.212
C 2.435142 5.506937 4.032997 1.336 0.058 -1.390
C 1.056765 5.378187 3.666486 -1.151 0.545 0.203
N -0.043821 5.385554 3.335721 -0.058 -0.413 0.014
H 1.731083 2.975718 4.721494 0.436 -0.015 -0.835
H 3.273869 3.285404 5.421331 0.057 -0.297 -0.538
H 3.227985 2.086975 4.053030 -0.670 0.717 0.627
H 2.926617 4.087633 2.423486 -0.307 -0.445 0.036
H 4.233958 4.450500 3.470394 0.177 -0.481 0.220
H 2.748878 6.505219 3.589689 0.099 -1.351 0.230
H 2.561045 5.623064 5.105127 -0.079 -0.241 0.159
C -0.617521 -4.194194 -4.106538 -0.055 1.445 -0.795
C -0.318557 -3.437820 -5.453265 -0.160 1.772 1.523
C 0.944206 -2.476816 -5.465294 -0.840 -2.085 -0.696
C 1.040809 -1.647535 -6.637816 0.236 0.139 -1.788
N 1.229854 -1.052807 -7.608777 -0.266 -0.122 0.622
H -1.597540 -4.698582 -4.189575 0.368 0.419 0.241
H -0.559001 -3.489233 -3.246125 -0.254 -0.582 -0.538
H 0.111546 -4.951100 -3.934835 0.699 -0.658 0.098
H -1.122613 -2.734733 -5.671379 -0.489 -0.356 -0.010
H -0.263595 -4.143451 -6.247137 0.196 -0.460 -0.773
H 1.776442 -3.164059 -5.515951 0.775 0.233 0.474
H 0.986224 -1.757157 -4.693840 0.007 0.079 1.628
C -4.456197 -0.459784 -1.755653 0.757 0.334 -1.161
C -2.976005 -0.680563 -2.257929 -1.100 2.553 2.275
C -2.853691 -1.838668 -3.140005 -2.569 -0.461 -1.099
C -3.427211 -3.053691 -2.533825 0.686 0.652 -0.472
N -3.911748 -3.951482 -2.017622 -0.240 -0.609 0.347
H -4.838540 -1.319904 -1.241672 -0.253 -0.684 -0.020
H -5.056972 -0.205046 -2.640005 -0.185 -0.461 0.134
H -4.651902 0.348291 -1.066724 0.546 0.305 0.196
H -2.318495 -0.752638 -1.385681 0.025 -0.045 -0.154
H -2.654025 0.200144 -2.847044 -0.055 -0.344 0.411
H -1.851994 -1.928653 -3.423910 1.359 -0.552 -0.737
H -3.514938 -1.556569 -4.005254 0.791 -0.801 0.255
C -1.068191 5.465160 -3.398054 -0.508 -0.088 0.177
C -1.033101 6.432320 -4.571392 -2.365 1.285 1.059
C 0.235238 6.490246 -5.283009 2.340 -0.258 -1.788
C 1.467347 6.888977 -4.563048 2.576 0.659 1.816
N 2.480335 7.111417 -3.996943 -3.277 -0.557 -1.783
H -0.720079 4.510520 -3.795823 0.257 -0.162 0.349
H -2.082066 5.267043 -3.004340 0.366 0.348 -0.247
H -0.465602 5.814420 -2.538296 -0.068 -0.291 -0.515
H -1.302027 7.491274 -4.284599 0.146 -1.043 0.077
H -1.777373 6.187558 -5.358802 0.223 -0.189 0.627
H 0.069263 7.161978 -6.132145 0.528 0.062 0.037
H 0.508433 5.517432 -5.741135 -0.300 0.235 0.200
C 4.972153 1.365321 1.218627 -0.400 0.109 -0.034
C 5.892158 0.308143 0.580183 -0.420 -0.970 1.756
C 6.883028 0.936468 -0.381001 0.798 1.202 1.000
C 6.268747 1.026685 -1.676075 -0.365 0.523 -3.611
N 5.865954 1.123402 -2.771629 0.577 -0.277 2.509
H 4.319699 0.879851 1.953157 0.137 0.101 0.001
H 4.292829 1.856752 0.499384 0.419 -0.114 0.078
H 5.561652 2.162662 1.732846 -0.367 -0.615 -0.412
H 5.314238 -0.565558 0.097662 0.850 1.432 0.681
H 6.462481 -0.124645 1.459744 -0.510 0.223 -1.119
H 7.813369 0.351480 -0.392705 -0.273 0.136 -0.455
H 7.189066 2.008182 -0.060085 -0.580 -1.693 -0.385
C -2.078231 -3.924100 6.788236 -0.566 -1.375 -1.589
C -3.160242 -4.091396 5.673234 0.964 1.825 -0.792
C -3.254453 -2.866078 4.727947 -2.259 0.221 -0.573
C -3.685563 -1.619016 5.346301 0.083 2.809 1.461
N -3.848891 -0.548452 5.800398 -0.131 -2.611 -0.946
H -1.057378 -4.040614 6.323184 -1.051 0.189 0.751
H -2.319087 -4.741411 7.451998 0.648 -0.385 0.473
H -2.183878 -3.030816 7.376367 0.033 0.647 -0.055
H -4.152915 -4.383086 5.976254 -0.304 0.244 0.698
H -2.928570 -4.813849 4.923382 0.719 -1.108 0.000
H -4.069289 -3.095691 3.941075 1.600 0.303 1.028
H -2.334024 -2.560650 4.225145 0.177 -0.618 -0.145
C 2.966168 3.786402 -3.941746 0.696 -0.512 0.653
C 1.948628 2.728796 -3.541437 -0.271 1.045 -0.702
C 1.657275 1.916397 -4.803911 0.046 -0.944 0.223
C 0.542643 0.976798 -4.687842 -0.110 0.112 0.225
N -0.396446 0.319282 -4.614528 -0.075 -0.127 0.116
H 3.924452 3.246817 -4.122915 -0.496 0.730 -0.442
H 3.158990 4.490732 -3.118427 -0.158 -0.140 -0.348
H 2.545412 4.324469 -4.797542 0.665 0.032 0.042
H 1.084266 3.274036 -3.168889 -0.386 -0.387 0.092
H 2.350949 2.094049 -2.772422 -0.008 -0.385 0.397
H 2.578610 1.368077 -5.012675 -0.109 -0.247 -0.188
H 1.421642 2.462284 -5.711130 0.056 0.655 0.052
C 1.142388 -2.032588 6.375317 1.057 0.765 -1.073
C 0.890915 -0.560760 6.317576 -0.808 0.555 -0.185
C 0.747898 -0.032494 4.903333 -2.415 0.852 0.136
C 1.812718 -0.355298 4.007759 1.500 -1.151 -0.814
N 2.684664 -0.771071 3.365675 -0.818 0.665 0.508
H 2.225868 -2.074922 6.143879 -0.652 -1.226 -0.006
H 0.458028 -2.509214 5.666674 0.571 -0.232 -0.236
H 0.882861 -2.409807 7.327544 0.202 -0.533 1.139
H 1.627504 0.065810 6.747678 1.036 0.180 1.086
H -0.034814 -0.373670 6.834837 -0.503 0.538 0.043
H 0.518855 1.056047 4.917384 0.314 -0.642 -0.130
H -0.194644 -0.495339 4.559731 0.436 0.160 -0.535
C -2.662525 1.799990 0.044589 -1.227 -0.989 -0.852
C -3.601817 2.299853 1.145756 1.371 2.009 0.729
C -4.333994 3.626655 0.685486 0.502 -1.133 -0.615
C -3.432983 4.744765 0.500329 1.230 1.369 0.065
N -2.723597 5.651349 0.358869 -0.724 -1.052 0.072
H -1.782301 2.374987 -0.194582 0.173 0.589 0.265
H -3.260177 1.693869 -0.893715 0.591 0.364 0.548
H -2.341434 0.773493 0.244197 0.097 0.183 0.221
H -2.999594 2.528450 2.090722 -0.806 -0.214 -1.244
H -4.299230 1.539856 1.433715 -0.601 -0.359 -0.130
H -5.174158 3.959753 1.247074 -0.500 -0.005 1.184
H -4.811160 3.506246 -0.285084 0.095 -0.510 -0.347